Entry 1:
C11H9NO2S in the gas phase. Source: the Open Molecules 2025 dataset; level of theory: ωB97M-V/def2-TZVPD.

```
24
Properties=species:S:1:pos:R:3:forces:R:3
C 0.10679 1.34670 2.75452 -0.1 0.3 -0.1
C -1.48373 1.67065 -1.79274 0.0 0.3 0.3
C -0.53496 2.04073 1.76844 0.1 0.0 0.2
C -1.33666 2.20471 -0.54305 0.0 -0.1 -0.3
C 0.55915 0.04462 2.51418 0.0 -0.2 -0.3
C -1.02706 0.37334 -2.04984 0.2 -0.4 0.1
C -0.71627 1.47339 0.49078 0.1 -0.3 0.0
C -0.24893 0.14852 0.24068 0.0 0.2 0.2
C 0.37972 -0.56189 1.29588 0.0 -0.1 0.3
C -0.42954 -0.36747 -1.06387 -0.1 -0.3 -0.4
C 0.88397 -1.96601 1.10360 0.7 0.4 0.0
N 1.31355 -1.66740 -2.32337 0.3 0.5 0.1
O 0.24572 -2.65424 0.06175 -0.7 -0.3 -1.0
O 1.77719 -2.82028 -3.04509 -0.3 -0.4 0.0
S 0.02565 -2.04395 -1.52131 0.4 0.1 0.7
H 0.27027 1.79171 3.72344 0.0 0.1 0.1
H -1.94176 2.24178 -2.58553 -0.1 0.0 -0.1
H -0.91444 3.03510 1.95217 0.0 0.1 0.0
H -1.68050 3.20632 -0.33258 0.0 0.1 0.0
H 1.05964 -0.49354 3.30702 0.0 -0.1 0.1
H -1.13924 -0.04625 -3.03722 0.0 -0.1 -0.1
H 1.97397 -1.94333 0.93010 -0.2 0.0 0.0
H 0.70009 -2.56577 2.00193 0.1 0.2 -0.1
H 2.15739 -2.44745 -3.84988 -0.1 0.2 0.2
```
Forces are in eV/Å.

Summary:
Charge = 0
Kohn-Sham gap = 8.32 eV

---

Entry 2:
2 unconnected molecules or ions with the total composition C11H9O4. Source: the Open Molecules 2025 dataset; level of theory: ωB97M-V/def2-TZVPD.

```
24
Properties=species:S:1:pos:R:3:forces:R:3
C 0.33024 -0.88286 2.36121 -0.8 -0.4 0.4
C -1.01498 -0.89602 2.40792 0.7 -0.4 0.0
C -1.51285 0.48574 2.47012 0.0 0.9 -0.1
O -2.62644 0.95534 2.47659 1.4 -0.7 0.1
O -0.36824 1.30475 2.51682 0.0 0.2 0.1
C 0.79805 0.51415 2.48212 0.1 1.1 -0.2
O 1.89738 1.00742 2.55252 -1.6 -0.8 0.0
H 1.02711 -1.69807 2.32182 -0.1 -0.2 -0.2
H -1.68404 -1.74536 2.38171 0.2 0.1 -0.1
C -0.28982 -7.30333 -1.46825 -0.1 -0.1 -0.1
C 0.11488 -5.89185 -1.15505 0.1 0.3 0.2
C -0.49295 -4.80999 -1.82001 0.4 -0.5 0.2
C -0.15365 -3.50692 -1.54474 0.5 0.6 0.8
C 0.77474 -3.16333 -0.46597 -0.3 -1.5 -0.3
O 0.92014 -1.99584 -0.02133 0.3 0.6 -0.1
C 1.47800 -4.31533 0.09574 -0.4 1.1 -0.1
C 1.11139 -5.60586 -0.20209 -0.5 -0.4 -0.6
H 0.28253 -8.01054 -0.86071 -0.1 0.0 -0.1
H -1.35704 -7.46989 -1.27112 0.1 -0.1 0.0
H -0.12123 -7.54674 -2.52541 0.0 -0.1 0.1
H -1.25758 -5.02293 -2.57190 0.2 0.1 0.1
H -0.62258 -2.67921 -2.07077 0.0 -0.1 0.1
H 2.25826 -4.10459 0.82311 -0.1 0.0 0.0
H 1.59886 -6.43821 0.31220 0.0 0.1 -0.1
```
Forces are in eV/Å.

Summary:
Charge = -1
Kohn-Sham gap = 4.93 eV

---

In order of appearance, largest force on an atom = 1.3; 1.8 eV/Å.
In order of appearance, LUMO level = 0.01; 1.99 eV.